ORCA calculation (wB97M-V/def2-TZVPD) on C10H8CuN2O5 as an isolated structure at a distorted geometry.

energy	-2511.27615	hartree
ΔE to the lowest compared entry with this formula, charge and spin	25.30	kcal per mole
largest force on an atom	5.51	eV/A
molecular weight	299.73	g/mol
gap between HOMO and LUMO (spin up / spin down)	6.987 / 3.335	eV

```
! RIJCOSX wB97M-V def2-TZVPD def2/J DEFGRID3
* xyz 2 2
Cu 0.01 -0.03 -0.02
O 1.33 -2.74 0.55
C 0.89 -1.71 0.34
C -0.90 1.71 -0.30
O -1.48 2.68 -0.45
C -0.76 -0.68 -1.69
O -1.31 -1.15 -2.58
C 0.79 0.71 1.64
O 1.25 1.13 2.59
H 1.59 0.20 -0.88
H 1.22 0.90 -1.01
N -6.12 -1.79 3.21
C -5.44 -2.51 2.29
O -5.81 -3.62 1.91
C -4.18 -1.91 1.72
C -3.68 -0.65 2.07
C -2.50 -0.19 1.50
N -1.83 -0.96 0.63
C -2.25 -2.18 0.25
C -3.44 -2.67 0.79
H -6.96 -2.22 3.58
H -5.89 -0.87 3.58
H -4.16 0.00 2.77
H -2.08 0.77 1.77
H -1.67 -2.77 -0.44
H -3.74 -3.65 0.48
*
```

---

ORCA calculation (wB97M-V/def2-TZVPD) on a single C5H8O molecule.

energy	-270.47860	hartree
ΔE to the lowest compared entry with this formula, charge and spin	49.75	kcal per mole
SMILES string	C#CCCCO
largest force on an atom	0.50	eV/A
molecular weight	84.12	g/mol
gap between HOMO and LUMO	10.987	eV

```
! RIJCOSX wB97M-V def2-TZVPD def2/J DEFGRID3
* xyz 0 1
C -2.21 -1.00 -1.09
C -1.27 -0.25 -1.19
C -0.10 0.64 -1.25
C 0.51 0.88 0.14
C 0.73 -0.40 0.92
O 1.36 -0.07 2.14
H -3.03 -1.68 -0.99
H -0.38 1.59 -1.70
H 0.65 0.18 -1.91
H 1.47 1.40 0.03
H -0.14 1.54 0.73
H -0.24 -0.89 1.09
H 1.35 -1.10 0.33
H 1.29 -0.83 2.73
*
```

---

ORCA calculation (wB97M-V/def2-TZVPD) on C4H11N3O as an isolated structure at a distorted geometry.

energy	-398.39004	hartree
ΔE to the lowest compared entry with this formula, charge and spin	102.99	kcal per mole
largest force on an atom	5.78	eV/A
molecular weight	117.15	g/mol
gap between HOMO and LUMO	8.355	eV

```
! RIJCOSX wB97M-V def2-TZVPD def2/J DEFGRID3
* xyz 0 1
C -0.65 -0.09 0.20
C 0.39 0.62 -0.51
C 1.92 -1.86 0.81
N -0.40 2.12 -1.03
C 0.53 -1.72 0.24
N -0.92 2.94 0.00
N -1.80 -0.53 -0.47
O -0.03 -2.66 -0.30
H -1.17 1.89 -1.66
H -0.84 0.24 1.22
H -1.61 2.45 0.59
H -0.17 3.27 0.60
H -2.38 -1.14 0.11
H -1.57 -1.06 -1.31
H 0.73 0.18 -1.45
H 1.18 1.03 0.12
H 1.95 -1.42 1.81
H 2.64 -1.34 0.17
H 2.21 -2.92 0.86
*
```

---

ORCA calculation (wB97M-V/def2-TZVPD) on a 5-piece molecular cluster, C36H42F34NO4Si overall.

energy	-5437.48202	hartree
largest force on an atom	0.59	eV/A
molecular weight	1226.75	g/mol
gap between HOMO and LUMO	8.184	eV

```
! RIJCOSX wB97M-V def2-TZVPD def2/J DEFGRID3
* xyz 1 1
C -0.07 -0.50 1.81
Si -1.43 0.04 0.66
C -3.03 0.20 1.66
C -1.68 -1.20 -0.74
C -2.89 -0.88 -1.64
C -4.17 -1.69 -1.39
F -3.98 -2.75 -0.53
F -4.56 -2.29 -2.59
C -5.35 -0.85 -0.89
C -6.08 -0.13 -2.04
C -7.01 0.93 -1.45
N -7.97 0.30 -0.47
C -7.35 -0.62 0.56
C -6.41 -1.62 -0.11
C -1.10 1.69 -0.17
C -0.32 1.76 -1.34
C -0.09 2.97 -1.98
C -0.62 4.15 -1.46
C -1.39 4.10 -0.30
C -1.63 2.88 0.33
H 0.11 0.23 2.60
H 0.87 -0.71 1.29
H -0.39 -1.43 2.29
H -2.85 0.52 2.68
H -3.68 0.95 1.19
H -3.58 -0.75 1.66
H -0.79 -1.11 -1.38
H -1.67 -2.23 -0.38
H -3.15 0.18 -1.54
H -2.64 -1.03 -2.68
H -4.96 -0.07 -0.23
H -6.69 -0.86 -2.57
H -5.39 0.35 -2.74
H -6.46 1.71 -0.92
H -7.61 1.39 -2.23
H -8.43 1.06 0.04
H -8.71 -0.19 -0.97
H -8.17 -1.14 1.07
H -6.83 -0.01 1.29
H -5.99 -2.28 0.65
H -7.00 -2.24 -0.79
H 0.11 0.86 -1.76
H 0.51 3.00 -2.88
H -0.44 5.09 -1.96
H -1.80 5.01 0.11
H -2.23 2.88 1.24
C 2.86 4.70 -0.71
C 4.18 4.10 -0.22
C 5.01 4.90 0.78
F 5.41 6.07 0.25
F 6.11 4.19 1.11
F 4.95 3.73 -1.26
F 3.83 2.96 0.46
O 2.87 5.35 -1.97
C 3.16 6.67 -2.10
C 4.39 6.91 -2.98
F 5.46 6.30 -2.46
F 4.63 8.24 -3.03
F 3.27 7.29 -0.92
F 2.11 7.24 -2.76
H 2.21 3.85 -0.86
H 2.41 5.33 0.06
H 4.43 5.09 1.69
H 4.21 6.54 -3.99
C -1.56 -2.65 -5.05
C -1.05 -3.38 -6.30
C 0.45 -3.71 -6.37
F 1.18 -2.58 -6.35
F 0.69 -4.35 -7.53
F -1.44 -2.72 -7.41
F -1.67 -4.59 -6.29
O -1.74 -1.24 -5.17
C -0.75 -0.35 -4.88
C -0.38 0.53 -6.09
F 0.04 -0.23 -7.11
F 0.62 1.36 -5.71
F 0.33 -0.93 -4.34
F -1.25 0.50 -3.94
H -2.56 -3.03 -4.90
H -0.97 -2.91 -4.17
H 0.74 -4.35 -5.54
H -1.25 1.12 -6.40
C -1.78 -5.51 4.33
C -2.42 -6.88 4.54
C -1.66 -8.11 4.01
F -1.51 -8.03 2.67
F -2.38 -9.21 4.30
F -3.68 -6.88 4.08
F -2.47 -7.06 5.89
O -2.26 -4.74 3.23
C -1.72 -4.82 1.99
C -2.73 -5.27 0.94
F -3.23 -6.48 1.24
F -2.11 -5.35 -0.26
F -0.60 -5.56 1.95
F -1.37 -3.55 1.63
H -2.07 -4.93 5.20
H -0.69 -5.57 4.33
H -0.68 -8.19 4.49
H -3.55 -4.55 0.88
C 6.81 1.90 3.84
C 7.12 3.13 4.70
C 8.55 3.69 4.64
F 9.44 2.78 5.07
F 8.62 4.78 5.44
F 6.77 2.91 5.98
F 6.33 4.13 4.21
O 6.82 0.64 4.48
C 7.95 -0.12 4.55
C 8.36 -0.40 6.01
F 8.57 0.75 6.67
F 9.50 -1.12 6.00
F 8.96 0.40 3.85
F 7.65 -1.33 4.01
H 5.77 2.04 3.55
H 7.40 1.90 2.93
H 8.79 3.99 3.61
H 7.57 -0.97 6.51
*
```

---

ORCA calculation (wB97M-V/def2-TZVPD) on C28H35N5P2V as an isolated structure at a distorted geometry.

energy	-2988.24794	hartree
largest force on an atom	3.35	eV/A
molecular weight	554.52	g/mol
gap between HOMO and LUMO (spin up / spin down)	7.747 / 8.145	eV

```
! RIJCOSX wB97M-V def2-TZVPD def2/J DEFGRID3
* xyz 0 4
V -0.01 -0.72 -1.54
C -1.02 1.31 -0.97
C -1.54 0.69 -2.11
C -1.04 0.83 -3.51
C 0.15 -0.03 -3.99
C 1.37 -0.01 -3.11
C 1.68 0.94 -2.15
C 1.06 2.28 -2.04
C -0.04 2.42 -0.96
C 1.31 -0.85 0.08
H -1.66 1.29 -0.08
H -2.53 0.22 -2.03
H -0.85 1.88 -3.74
H -1.90 0.52 -4.11
H -0.20 -1.07 -4.13
H 0.42 0.31 -5.01
H 2.10 -0.82 -3.31
H 2.61 0.82 -1.58
H 0.68 2.66 -3.00
H 1.85 3.00 -1.75
H 0.44 2.49 0.03
H -0.55 3.40 -1.11
H 1.05 -0.23 0.96
H 2.39 -0.78 -0.11
H 1.01 -1.90 0.31
P 1.39 -0.98 -7.67
P -1.99 -0.57 -7.48
N 2.82 0.02 -7.85
N 2.06 -2.30 -8.73
N -2.18 1.18 -7.60
N -3.61 -0.94 -8.10
C 0.39 -0.16 -9.01
C -1.03 -0.74 -9.08
C 3.59 0.45 -6.77
C 4.64 1.23 -7.24
C 4.53 1.27 -8.67
C 3.40 0.53 -9.02
C 2.24 -3.62 -8.28
C 2.71 -4.40 -9.34
C 2.85 -3.53 -10.47
C 2.42 -2.27 -10.07
C -1.86 1.99 -6.50
C -1.95 3.32 -6.85
C -2.28 3.37 -8.25
C -2.38 2.05 -8.68
C -4.44 -0.28 -9.01
C -5.54 -1.08 -9.30
C -5.37 -2.31 -8.56
C -4.18 -2.21 -7.85
H 0.88 -0.27 -9.99
H 0.38 0.92 -8.79
H -1.59 -0.27 -9.92
H -1.01 -1.83 -9.27
H 3.32 0.15 -5.77
H 5.39 1.72 -6.65
H 5.18 1.78 -9.36
H 2.98 0.34 -9.98
H 2.03 -3.87 -7.25
H 2.95 -5.45 -9.31
H 3.23 -3.79 -11.46
H 2.36 -1.36 -10.66
H -1.64 1.53 -5.56
H -1.80 4.16 -6.19
H -2.44 4.25 -8.84
H -2.62 1.67 -9.67
H -4.22 0.71 -9.36
H -6.34 -0.83 -9.97
H -6.04 -3.15 -8.58
H -3.69 -2.89 -7.18
N -2.21 -1.69 0.72
C -1.45 -1.45 -0.15
*
```

---

ORCA calculation (wB97M-V/def2-TZVPD) on a 2-piece molecular cluster, C6H14 overall.

energy	-236.95559	hartree
ΔE to the lowest compared entry with this formula, charge and spin	35.02	kcal per mole
SMILES string	C/C=C(\C)CC.[H][H]
largest force on an atom	0.19	eV/A
molecular weight	86.18	g/mol
gap between HOMO and LUMO	10.056	eV

```
! RIJCOSX wB97M-V def2-TZVPD def2/J DEFGRID3
* xyz 0 1
C 2.54 -0.07 -0.40
C 1.15 -0.61 -0.62
C 0.00 0.06 -0.53
C -0.08 1.53 -0.17
C -1.32 -0.62 -0.79
C -2.31 -0.52 0.37
H 2.56 0.72 0.36
H 3.22 -0.86 -0.07
H 2.96 0.35 -1.32
H 1.10 -1.66 -0.91
H -0.52 1.67 0.82
H 0.90 2.02 -0.17
H -0.72 2.06 -0.88
H -1.14 -1.68 -1.02
H -1.78 -0.19 -1.69
H -2.60 0.52 0.57
H -3.23 -1.08 0.16
H -1.87 -0.92 1.30
H 0.57 -0.30 2.86
H 0.57 -0.42 2.13
*
```

---

ORCA calculation (wB97M-V/def2-TZVPD) on C25H30Cl2N2O2S4SiV as an isolated structure.

energy	-4977.29901	hartree
ΔE to the lowest compared entry with this formula, charge and spin	21.78	kcal per mole
largest force on an atom	0.88	eV/A
molecular weight	668.73	g/mol
gap between HOMO and LUMO (spin up / spin down)	6.865 / 6.286	eV

```
! RIJCOSX wB97M-V def2-TZVPD def2/J DEFGRID3
* xyz 0 2
V -0.79 -0.29 0.71
C 4.14 1.39 -1.55
Si 4.65 0.88 0.18
C 5.72 -0.66 0.10
C 5.65 2.30 0.92
C 3.23 0.55 1.38
C 3.50 0.65 2.74
C 2.53 0.39 3.71
C 1.27 0.07 3.28
N 0.97 -0.04 1.98
C 1.92 0.15 1.04
S 1.31 -0.14 -0.55
H 5.02 1.75 -2.08
H 3.39 2.18 -1.54
H 3.71 0.56 -2.11
H 6.58 -0.51 -0.56
H 5.15 -1.50 -0.30
H 6.09 -0.95 1.08
H 6.48 2.57 0.26
H 6.08 2.06 1.89
H 5.03 3.19 1.04
H 4.50 0.92 3.07
H 2.75 0.46 4.77
H 0.45 -0.10 3.97
Cl -2.37 1.06 2.60
C -2.91 -0.38 3.49
Cl -1.96 -1.81 3.08
H -3.94 -0.57 3.22
H -2.79 -0.19 4.55
C 1.22 4.23 -1.19
N 0.51 3.40 -0.24
C 0.75 3.61 1.18
C -0.40 2.51 -0.63
O -1.09 1.85 0.15
H 2.30 4.13 -1.06
H 0.94 5.28 -1.07
H 0.97 3.92 -2.21
H 1.71 4.10 1.31
H 0.77 2.65 1.69
H -0.03 4.22 1.62
H -0.52 2.43 -1.72
O -2.56 -0.69 -0.12
C -2.92 -1.75 -0.92
C -1.68 -2.51 -1.35
C -1.08 -2.58 -2.57
C 0.19 -3.23 -2.54
C 0.54 -3.62 -1.29
S -0.68 -3.25 -0.15
C -3.90 -2.64 -0.15
C -4.86 -2.18 0.70
C -5.69 -3.21 1.21
C -5.34 -4.44 0.73
S -4.00 -4.34 -0.33
C -3.63 -1.20 -2.15
C -3.59 0.09 -2.58
C -4.31 0.31 -3.78
C -4.89 -0.83 -4.24
S -4.58 -2.16 -3.21
H -1.53 -2.16 -3.46
H 0.81 -3.38 -3.40
H 1.44 -4.13 -0.98
H -4.96 -1.13 0.92
H -6.50 -3.06 1.90
H -5.79 -5.39 0.96
H -3.06 0.85 -2.01
H -4.41 1.26 -4.27
H -5.50 -0.95 -5.12
*
```

---

ORCA calculation (wB97M-V/def2-TZVPD) on C18H36N2O2 as an isolated structure at a distorted geometry.

energy	-966.79943	hartree
ΔE to the lowest compared entry with this formula, charge and spin	457.63	kcal per mole
largest force on an atom	18.45	eV/A
molecular weight	312.50	g/mol
gap between HOMO and LUMO	8.693	eV

```
! RIJCOSX wB97M-V def2-TZVPD def2/J DEFGRID3
* xyz 0 1
C 1.65 5.73 0.36
C 1.21 4.20 0.49
C 2.50 3.30 0.31
H 3.13 3.66 1.24
H 2.86 3.80 -0.51
C 2.25 2.01 0.49
N 1.52 1.72 -0.59
C 0.24 1.05 -1.05
O -0.39 0.60 -0.13
C -0.24 0.89 -2.37
C -0.44 -0.54 -2.90
C 0.62 -1.39 -3.07
C 0.98 -1.89 -1.57
C 0.29 -3.00 -0.95
O 0.14 -4.07 -1.28
N -0.51 -2.34 0.10
H -0.63 -1.37 0.29
C -1.58 -3.07 0.86
C -2.61 -3.89 -0.31
H -2.89 -3.10 -0.85
H -2.10 -4.48 -0.81
H -3.19 -4.22 0.42
C -0.80 -4.20 1.59
H -0.06 -3.68 2.42
H -1.68 -4.70 1.90
H -0.37 -4.90 0.97
C -2.44 -2.03 1.80
C -3.10 -1.10 0.84
C -3.66 0.01 2.08
H -4.36 -0.60 2.79
H -4.33 0.67 1.36
H -3.03 0.56 2.43
H -3.96 -1.55 0.41
H -2.64 -0.40 0.33
H -1.58 -1.52 2.32
H -2.82 -2.76 2.25
H 1.98 -2.49 -1.95
H 1.59 -1.22 -0.78
H 0.28 -2.37 -3.50
H 1.55 -0.97 -3.55
H -1.29 -1.00 -1.86
H -0.88 -0.45 -3.61
H -1.02 1.65 -2.43
H 0.53 1.34 -2.97
H 1.94 2.08 -1.74
C 3.46 1.07 0.29
H 4.13 1.33 1.22
H 3.98 1.41 -0.52
H 3.38 0.09 0.06
C 1.69 1.59 1.67
H 2.13 1.82 2.46
H 1.45 0.41 1.65
H 0.45 1.77 1.63
H 0.55 3.96 -0.15
H 0.78 4.08 1.59
H 2.50 6.00 1.14
H 2.00 6.04 -0.69
H 0.80 6.47 0.41
*
```

---

ORCA calculation (wB97M-V/def2-TZVPD) on C38H51FeN4O5PS as an isolated structure at a distorted geometry.

energy	-4076.85682	hartree
ΔE to the lowest compared entry with this formula, charge and spin	13.64	kcal per mole
largest force on an atom	1.24	eV/A
molecular weight	762.74	g/mol
gap between HOMO and LUMO (spin up / spin down)	6.181 / 7.312	eV

```
! RIJCOSX wB97M-V def2-TZVPD def2/J DEFGRID3
* xyz 1 6
Fe 0.04 0.17 0.79
C -2.07 -3.61 0.14
N -2.90 -2.97 1.14
C -4.01 -3.76 1.66
C -5.07 -2.84 2.23
C -4.42 -1.96 3.27
N -3.28 -1.26 2.69
C -2.90 -0.02 3.32
C -2.56 -1.76 1.65
O -1.62 -1.12 1.15
H -2.68 -3.90 -0.72
H -1.59 -4.50 0.55
H -1.31 -2.91 -0.19
H -3.66 -4.46 2.44
H -4.41 -4.36 0.84
H -5.89 -3.42 2.67
H -5.48 -2.22 1.43
H -4.10 -2.56 4.13
H -5.12 -1.21 3.64
H -3.69 0.73 3.20
H -1.99 0.35 2.86
H -2.73 -0.18 4.38
C -1.27 3.45 1.63
P 0.23 2.38 1.57
C 1.36 3.48 0.63
C 0.85 2.53 3.28
C -0.01 2.28 4.34
C 0.44 2.32 5.65
C 1.76 2.64 5.91
C 2.63 2.88 4.86
C 2.19 2.81 3.55
H -2.06 2.97 2.20
H -1.62 3.59 0.60
H -1.04 4.42 2.07
H 1.50 4.42 1.15
H 0.92 3.67 -0.35
H 2.32 2.99 0.48
H -1.06 2.05 4.14
H -0.25 2.13 6.46
H 2.12 2.69 6.93
H 3.67 3.13 5.07
H 2.89 2.98 2.74
O -0.23 -0.05 -1.35
S -0.54 -1.06 -2.41
C 0.77 -0.89 -3.69
C 0.90 0.47 -4.30
C 1.31 1.56 -3.54
C 1.45 2.81 -4.13
C 1.18 2.98 -5.48
C 0.77 1.89 -6.25
C 0.63 0.65 -5.66
C -1.94 -0.32 -3.32
C -3.08 -0.25 -2.35
C -3.55 0.96 -1.87
C -4.57 1.00 -0.92
C -5.11 -0.18 -0.44
C -4.65 -1.40 -0.92
C -3.64 -1.43 -1.86
H 0.54 -1.66 -4.43
H 1.68 -1.19 -3.15
H 1.54 1.43 -2.49
H 1.78 3.65 -3.54
H 1.29 3.95 -5.94
H 0.58 2.01 -7.30
H 0.33 -0.20 -6.26
H -2.15 -0.98 -4.17
H -1.63 0.66 -3.68
H -3.13 1.89 -2.24
H -4.94 1.95 -0.57
H -5.90 -0.14 0.30
H -5.09 -2.32 -0.56
H -3.29 -2.39 -2.24
O 4.28 0.86 -5.36
C 5.30 0.22 -4.63
N 4.80 -0.64 -3.58
C 4.18 -0.06 -2.52
O 4.14 1.16 -2.41
C 3.53 -0.96 -1.53
C 3.49 -2.40 -1.61
C 2.74 -3.08 -0.65
C 2.10 -2.42 0.36
N 2.23 -1.01 0.48
C 2.92 -0.35 -0.49
H 3.85 1.48 -4.76
H 5.97 0.95 -4.17
H 5.86 -0.39 -5.34
H 4.62 -1.60 -3.80
H 4.06 -2.95 -2.35
H 2.65 -4.16 -0.70
H 1.50 -2.90 1.11
H 2.96 0.73 -0.41
C 1.33 -1.43 3.85
O 1.10 -1.03 2.51
C 2.08 -0.33 1.78
C 3.43 -0.14 2.45
H 2.02 -2.27 3.90
H 0.36 -1.74 4.24
H 1.71 -0.61 4.46
H 3.36 0.46 3.35
H 4.09 0.37 1.76
H 3.88 -1.11 2.70
*
```

---

Q: Look up the molecular weight of the eighth one.
A: 312.50 g/mol